--- w ---
Here is a 13-piece molecular cluster, H26O13 overall from OMol25. Energies are from ωB97M-V/def2-TZVPD.

Last column: Löwdin charge in e.
CARTESIAN COORDINATES (ANGSTROEM)
H  0.58  -0.90  0.34  0.030
H  -0.84  -0.50  0.69  0.014
H  0.44  3.96  0.05  0.071
H  -0.07  3.17  1.24  0.069
H  -2.87  -1.72  2.34  0.032
H  -2.12  -1.42  3.62  0.057
H  -4.88  -0.57  0.47  0.054
H  -4.77  -2.07  0.24  0.059
H  5.17  -1.35  -1.35  0.029
H  3.95  -1.39  -0.44  0.013
H  2.97  1.68  0.39  0.037
H  3.89  0.81  -0.46  0.011
H  4.00  1.68  3.69  0.045
H  2.79  2.01  2.83  0.030
H  1.53  -1.94  -3.20  0.019
H  0.20  -2.43  -2.67  0.035
H  -2.80  -0.36  -2.19  0.052
H  -3.52  0.27  -1.01  -0.015
H  2.69  0.74  -2.38  0.050
H  3.67  -0.41  -2.22  0.006
H  -2.57  1.21  0.26  0.044
H  -1.37  2.13  0.20  -0.010
H  -0.95  -2.85  1.64  -0.028
H  0.31  -3.61  1.25  0.032
H  -3.33  2.53  -1.77  0.065
H  -2.17  3.14  -0.99  0.052
O  -0.15  -0.35  0.04  -0.086
O  -0.32  3.44  0.35  -0.026
O  -2.15  -2.04  2.89  -0.042
O  -4.31  -1.24  0.08  -0.044
O  4.73  -1.91  -0.70  -0.040
O  3.57  0.92  0.44  -0.056
O  3.65  1.60  2.79  -0.062
O  1.06  -2.11  -2.38  -0.076
O  -3.63  0.08  -1.95  -0.067
O  2.77  -0.21  -2.52  -0.038
O  -1.64  1.23  0.01  -0.146
O  -0.64  -3.72  1.35  -0.072
O  -2.86  2.46  -0.93  -0.101

Properties
LUMO energy = -0.014 Eh
HOMO = -8.51 eV
Gap between HOMO and LUMO = 8.138 eV
Charge = 0

***

--- x ---
Here is a 13-piece molecular cluster, H26O13 overall from OMol25. Energies are from ωB97M-V/def2-TZVPD.

Last column: Löwdin charge in e.
CARTESIAN COORDINATES (ANGSTROEM)
O  -10.66  28.84  13.97  -0.088
H  -11.12  28.12  14.47  -0.053
H  -11.16  29.54  14.29  -0.066
O  -10.94  30.04  19.36  -0.064
H  -10.58  29.23  19.05  0.003
H  -11.34  30.27  18.47  0.014
O  -14.95  31.40  14.63  0.025
H  -15.27  31.73  15.49  0.058
H  -14.99  31.89  13.89  0.027
O  -14.82  32.53  17.24  0.031
H  -15.72  32.79  16.87  0.154
H  -15.16  32.08  17.92  -0.021
O  -11.87  31.43  14.76  -0.045
H  -12.77  31.54  14.54  -0.013
H  -11.44  31.80  13.90  0.144
O  -10.00  31.76  16.83  0.024
H  -9.46  30.99  16.80  0.060
H  -10.72  31.77  16.33  -0.074
O  -13.43  34.45  17.61  -0.114
H  -13.86  35.07  17.07  0.007
H  -14.14  33.62  17.64  0.024
O  -13.16  30.15  17.16  -0.007
H  -12.68  29.72  16.52  -0.011
H  -13.41  31.04  16.85  0.035
O  -12.34  27.47  14.73  0.022
H  -12.20  27.02  15.52  0.043
H  -13.27  27.61  14.80  0.021
O  -14.78  28.76  14.81  -0.103
H  -15.37  28.41  14.16  0.030
H  -14.84  29.82  14.81  0.055
O  -15.30  28.38  18.40  -0.043
H  -14.31  28.50  18.14  0.097
H  -15.70  28.57  17.59  0.014
O  -15.29  30.83  19.28  -0.016
H  -14.65  30.70  19.92  0.026
H  -15.34  29.96  18.88  -0.022
O  -11.65  33.05  18.36  -0.015
H  -11.02  32.69  17.94  -0.157
H  -12.23  33.51  17.68  -0.003

Properties
LUMO energy = -0.033 Eh
HOMO = -9.47 eV
Gap between HOMO and LUMO = 8.577 eV
Charge = 0

***

--- y ---
Here is a 13-piece molecular cluster, H26O13 overall from OMol25. Energies are from ωB97M-V/def2-TZVPD.

Last column: Löwdin charge in e.
CARTESIAN COORDINATES (ANGSTROEM)
H  1.07  -0.20  -1.42  0.075
H  0.29  -0.42  -0.23  -0.036
H  -1.61  2.88  -2.85  0.001
H  -1.30  3.84  -1.84  0.011
H  1.11  -0.18  4.39  0.049
H  -0.04  -0.27  3.35  -0.010
H  0.48  -2.63  0.52  0.084
H  -0.61  -3.71  0.44  0.025
H  1.33  -2.47  -3.93  0.102
H  1.68  -2.30  -2.48  -0.013
H  0.97  2.17  1.48  0.012
H  0.41  0.73  1.37  -0.006
H  1.98  3.10  0.49  0.046
H  1.44  4.30  1.40  0.114
H  -2.88  -0.84  0.09  0.087
H  -1.56  -1.62  -0.59  0.034
H  -1.19  -2.95  2.93  0.045
H  -1.29  -2.12  1.68  0.010
H  0.19  1.57  3.63  0.065
H  1.14  2.47  4.38  0.040
H  -0.69  0.58  -5.11  0.064
H  -1.76  1.18  -4.16  0.015
H  -3.69  1.80  -1.10  0.028
H  -2.84  1.25  0.04  0.045
H  3.05  -2.60  -1.03  0.052
H  3.22  -4.16  -0.85  0.005
O  0.90  -0.88  -0.74  -0.044
O  -1.88  3.76  -2.58  -0.051
O  0.82  -0.61  3.57  -0.058
O  0.06  -3.43  1.04  -0.081
O  0.89  -2.18  -3.03  -0.109
O  0.64  1.46  0.81  -0.099
O  1.98  3.44  1.39  -0.080
O  -2.10  -0.79  -0.56  -0.094
O  -1.01  -2.07  2.61  -0.081
O  0.90  2.27  3.48  -0.068
O  -0.97  1.40  -4.63  -0.060
O  -2.79  1.62  -0.87  -0.062
O  3.67  -3.39  -1.10  -0.055

Properties
LUMO energy = -0.003 Eh
HOMO = -10.48 eV
Gap between HOMO and LUMO = 10.385 eV
Charge = 0

***

The structure with the greatest stability is y.